w:
Formula: C15H44O7
Source: the OMol25 dataset
Level of theory: ωB97M-V/def2-TZVPD

Its multiplicity is 1. The orbital gap comes out at 10.2 eV. The LUMO energy is 0.417 eV.

```
66
C15H44O7 (ωB97M-V/def2-TZVPD)
C -0.881 -0.572 -5.043
C -1.136 0.888 -4.662
C 0.089 1.732 -5.024
O -2.285 1.279 -5.391
H -1.061 -0.726 -6.105
H -1.487 -1.254 -4.445
H 0.148 -0.812 -4.771
H -1.265 1.007 -3.584
H -0.238 2.766 -5.158
H 0.474 1.481 -6.013
H 0.832 1.693 -4.229
H -2.668 2.112 -5.105
C -3.516 1.229 0.639
C -2.246 0.580 0.074
C -2.636 -0.712 -0.607
O -1.619 1.479 -0.849
H -3.351 2.124 1.242
H -4.065 0.485 1.210
H -4.034 1.650 -0.225
H -1.535 0.368 0.878
H -1.802 -1.381 -0.810
H -3.182 -0.443 -1.512
H -3.302 -1.317 0.010
H -0.697 1.215 -0.966
C 2.610 -3.492 -0.755
C 2.056 -2.198 -1.409
C 0.898 -1.503 -0.697
O 3.095 -1.241 -1.448
H 2.050 -3.815 0.125
H 3.634 -3.458 -0.380
H 2.664 -4.301 -1.483
H 1.802 -2.464 -2.439
H 1.253 -1.171 0.279
H 0.236 -2.347 -0.493
H 0.486 -0.705 -1.308
H 2.689 -0.370 -1.426
C 0.893 3.036 1.882
C 2.249 2.430 2.307
C 2.147 1.335 3.334
O 2.837 1.856 1.141
H 1.061 3.735 1.065
H 0.562 3.511 2.806
H 0.221 2.238 1.567
H 2.922 3.203 2.684
H 1.828 0.392 2.889
H 1.627 1.698 4.219
H 3.184 1.129 3.615
H 3.511 1.214 1.381
C -0.624 -1.275 3.628
C 0.303 -2.434 3.974
C 0.190 -2.989 5.415
O 0.021 -3.540 3.102
H -1.619 -1.714 3.667
H -0.277 -0.923 2.656
H -0.368 -0.453 4.296
H 1.347 -2.170 3.778
H 0.205 -2.177 6.144
H 1.007 -3.679 5.620
H -0.798 -3.442 5.502
H 0.556 -4.258 3.451
O 1.271 1.557 -1.277
H 1.776 1.493 -0.456
H 1.819 2.086 -1.863
O -3.173 3.691 -1.833
H -2.657 2.984 -1.420
H -4.028 3.657 -1.398
```

x:
Formula: C15H44O7
Source: the OMol25 dataset
Level of theory: ωB97M-V/def2-TZVPD

Its multiplicity is 1. The orbital gap comes out at 8.1 eV. The LUMO energy is -0.222 eV.

```
66
C15H44O7 (ωB97M-V/def2-TZVPD)
O -0.651 -0.331 0.193
H -1.336 -0.856 0.606
H -1.125 0.278 -0.374
O -2.307 -1.728 0.926
H -3.103 -1.866 1.440
H -1.762 -2.492 1.117
C 1.820 -2.889 0.545
C 0.250 -2.850 0.932
C -0.474 -2.949 -0.444
O -0.159 -3.955 1.730
H 2.091 -3.876 0.170
H 2.482 -2.706 1.391
H 2.086 -2.223 -0.276
H 0.040 -1.907 1.437
H -1.517 -2.644 -0.348
H -0.474 -3.962 -0.846
H -0.184 -2.165 -1.143
H -1.104 -3.933 1.898
C 1.355 -0.205 1.666
C 0.082 -0.077 2.501
C 0.299 0.416 3.954
O -0.762 0.746 1.765
H 2.046 -0.932 2.094
H 1.854 0.761 1.591
H 1.070 -0.552 0.673
H -0.342 -1.070 2.650
H 0.942 -0.324 4.430
H -0.627 0.706 4.450
H 0.876 1.338 3.877
H -0.833 0.441 0.857
C 0.372 2.146 -0.355
C -0.045 3.023 0.863
C -1.550 3.044 1.034
O 0.669 2.548 1.985
H -0.237 2.546 -1.165
H 0.007 1.147 -0.118
H 1.434 2.142 -0.602
H 0.388 3.988 0.597
H -1.967 3.741 1.760
H -1.887 2.044 1.309
H -2.014 3.224 0.064
H 0.357 1.657 2.161
C -0.505 0.671 -2.618
C -1.928 0.900 -2.142
C -2.734 -0.381 -2.143
O -1.839 1.142 -0.791
H 0.046 1.606 -2.525
H -0.644 0.432 -3.673
H 0.108 -0.078 -2.116
H -2.410 1.676 -2.736
H -3.795 -0.444 -1.899
H -2.300 -1.240 -1.630
H -2.606 -0.786 -3.147
H -2.749 1.204 -0.492
C 1.511 -0.058 -0.686
C 2.025 0.109 -2.123
C 2.221 1.565 -2.536
O 3.364 -0.507 -2.261
H 2.167 0.540 -0.053
H 1.617 -1.135 -0.557
H 0.499 0.336 -0.597
H 1.407 -0.429 -2.842
H 2.814 2.191 -1.869
H 1.216 1.987 -2.539
H 2.585 1.621 -3.561
H 3.871 -0.365 -1.458
```

Which structure is most stable? w, by 1714.2 kJ/mol over the runner-up.